# C90H200N8O26S6

14 unconnected molecules or ions with the total composition C90H200N8O26S6 (ωB97M-V with the def2-TZVPD basis set, the Open Molecules 2025 dataset).

The calculation puts the HOMO energy at -8.16 eV. The strongest force on any atom comes out at 4.4 eV Å⁻¹.

Bonds (Å) are listed after each position.
Element x y z (Å)
1 C -2.528 -8.497 0.399  C2 1.571, H12 1.020, H13 1.106, H14 1.089
2 C -2.124 -8.012 1.837  C1 1.571, C3 1.515, N7 1.475, C11 1.524
3 C -0.717 -7.460 1.933  C2 1.515, C4 1.464, H15 1.139, H16 1.078
4 C -0.662 -6.105 1.383  C3 1.464, C5 1.551, H17 1.132, H18 1.084
5 C -1.569 -5.142 2.193  C4 1.551, C6 1.561, H19 1.090, H20 1.082
6 C -3.053 -5.597 2.029  C5 1.561, N7 1.442, C9 1.538, C10 1.562
7 N -3.023 -6.989 2.405  C2 1.475, C6 1.442, O8 1.468
8 O -4.399 -7.492 2.306  N7 1.468, H30 0.943
9 C -3.935 -4.851 3.044  C6 1.538, H21 1.109, H22 1.106, H23 1.088
10 C -3.607 -5.252 0.611  C6 1.562, H24 1.068, H25 1.057, H26 1.052
11 C -2.359 -9.187 2.779  C2 1.524, H27 1.073, H28 1.113, H29 1.069
12 H -3.540 -8.611 0.364  C1 1.020
13 H -2.079 -9.469 0.116  C1 1.106
14 H -2.206 -7.831 -0.401  C1 1.089
15 H -0.306 -7.464 2.995  C3 1.139
16 H -0.053 -8.144 1.430  C3 1.078
17 H -0.970 -5.993 0.299  C4 1.132
18 H 0.310 -5.633 1.301  C4 1.084
19 H -1.486 -4.119 1.826  C5 1.090
20 H -1.302 -5.201 3.240  C5 1.082
21 H -4.995 -5.023 2.766  C9 1.109
22 H -3.810 -5.356 4.020  C9 1.106
23 H -3.728 -3.782 3.050  C9 1.088
24 H -4.558 -5.733 0.540  C10 1.068
25 H -3.872 -4.246 0.419  C10 1.057
26 H -3.011 -5.471 -0.228  C10 1.052
27 H -3.349 -9.569 2.623  C11 1.073
28 H -2.279 -8.829 3.829  C11 1.113
29 H -1.730 -10.039 2.632  C11 1.069
30 H -4.590 -7.789 3.181  O8 0.943
31 C -7.211 -1.085 -2.546  C32 1.600, H42 1.090, H43 1.077, H44 1.097
32 C -6.942 -0.662 -1.026  C31 1.600, C33 1.557, N37 1.490, C41 1.594
33 C -8.014 0.380 -0.592  C32 1.557, C34 1.469, H45 1.112, H46 1.128
34 C -8.027 0.497 0.872  C33 1.469, C35 1.522, H47 1.138, H48 1.100
35 C -8.060 -0.801 1.666  C34 1.522, C36 1.485, H49 1.095, H50 1.061
36 C -6.976 -1.735 1.272  C35 1.485, N37 1.491, C39 1.553, C40 1.579
37 N -7.049 -1.902 -0.207  C32 1.490, C36 1.491, O38 1.428
38 O -5.964 -2.760 -0.561  N37 1.428, H60 0.922
39 C -5.593 -1.279 1.811  C36 1.553, H51 1.114, H52 1.104, H53 1.174
40 C -7.239 -3.152 1.916  C36 1.579, H54 1.121, H55 1.093, H56 1.082
41 C -5.462 -0.071 -1.070  C32 1.594, H57 1.099, H58 1.095, H59 1.034
42 H -8.226 -1.285 -2.888  C31 1.090
43 H -6.543 -1.902 -2.759  C31 1.077
44 H -6.736 -0.359 -3.217  C31 1.097
45 H -7.695 1.333 -1.067  C33 1.112
46 H -9.017 0.107 -1.030  C33 1.128
47 H -9.016 1.007 1.110  C34 1.138
48 H -7.152 1.093 1.169  C34 1.100
49 H -8.985 -1.367 1.510  C35 1.095
50 H -8.080 -0.575 2.702  C35 1.061
51 H -4.765 -1.498 1.098  C39 1.114
52 H -5.564 -0.188 1.976  C39 1.104
53 H -5.374 -1.748 2.865  C39 1.174
54 H -6.333 -3.731 1.599  C40 1.121
55 H -7.272 -3.022 3.001  C40 1.093
56 H -8.094 -3.658 1.486  C40 1.082
57 H -5.200 0.444 -0.135  C41 1.099
58 H -5.345 0.607 -1.922  C41 1.095
59 H -4.828 -0.883 -1.152  C41 1.034
60 H -6.447 -3.453 -0.930  O38 0.922
61 C 1.759 9.024 2.398  C62 1.526, H72 1.069, H73 1.167, H74 1.105
62 C 2.323 7.781 1.715  C61 1.526, C63 1.496, N67 1.562, C71 1.561
63 C 3.806 7.753 1.912  C62 1.496, C64 1.557, H75 1.121, H76 1.130
64 C 4.583 6.467 1.500  C63 1.557, C65 1.548, H77 1.105, H78 1.121
65 C 3.896 5.218 2.103  C64 1.548, C66 1.560, H79 1.101, H80 1.133
66 C 2.355 5.158 1.865  C65 1.560, N67 1.509, C69 1.543, C70 1.480
67 N 1.801 6.466 2.377  C62 1.562, C66 1.509, O68 1.418
68 O 0.388 6.489 2.256  N67 1.418, H90 0.949
69 C 1.912 4.752 0.443  C66 1.543, H81 1.133, H82 1.081, H83 1.104
70 C 1.799 4.130 2.773  C66 1.480, H84 1.116, H85 1.089, H86 1.068
71 C 1.955 7.943 0.207  C62 1.561, H87 1.098, H88 1.088, H89 1.082
72 H 1.855 8.872 3.451  C61 1.069
73 H 0.617 9.055 2.159  C61 1.167
74 H 2.229 9.930 1.974  C61 1.105
75 H 4.202 8.694 1.451  C63 1.121
76 H 4.031 7.772 3.020  C63 1.130
77 H 5.622 6.538 1.868  C64 1.105
78 H 4.567 6.426 0.380  C64 1.121
79 H 4.011 5.259 3.197  C65 1.101
80 H 4.405 4.305 1.667  C65 1.133
81 H 0.785 4.654 0.372  C69 1.133
82 H 2.230 5.375 -0.380  C69 1.081
83 H 2.327 3.770 0.156  C69 1.104
84 H 1.915 4.296 3.870  C70 1.116
85 H 0.723 4.076 2.606  C70 1.089
86 H 2.183 3.177 2.481  C70 1.068
87 H 2.291 8.971 0.021  C71 1.098
88 H 0.874 7.881 0.101  C71 1.088
89 H 2.423 7.302 -0.528  C71 1.082
90 H 0.076 6.704 3.126  O68 0.949
91 C 6.083 -0.608 -2.496  C92 1.594, H102 1.074, H103 1.079, H104 1.131
92 C 4.950 0.506 -2.612  C91 1.594, C93 1.508, N97 1.498, C101 1.499
93 C 4.149 0.563 -1.336  C92 1.508, C94 1.530, H105 1.111, H106 1.135
94 C 4.692 1.326 -0.125  C93 1.530, C95 1.524, H107 1.121, H108 1.108
95 C 5.205 2.682 -0.592  C94 1.524, C96 1.524, H109 1.085, H110 1.101
96 C 6.256 2.606 -1.694  C95 1.524, N97 1.495, C99 1.585, C100 1.523
97 N 5.585 1.850 -2.795  C92 1.498, C96 1.495, O98 1.413
98 O 6.584 1.802 -3.793  N97 1.413, H120 0.978
99 C 6.430 4.042 -2.343  C96 1.585, H111 1.142, H112 1.056, H113 1.113
100 C 7.617 2.091 -1.244  C96 1.523, H114 1.050, H115 1.073, H116 1.111
101 C 4.047 0.335 -3.797  C92 1.499, H117 1.104, H118 1.069, H119 1.068
102 H 6.873 -0.535 -3.219  C91 1.074
103 H 5.595 -1.558 -2.650  C91 1.079
104 H 6.600 -0.623 -1.489  C91 1.131
105 H 3.171 0.923 -1.721  C93 1.111
106 H 3.853 -0.502 -1.076  C93 1.135
107 H 5.419 0.648 0.391  C94 1.121
108 H 3.908 1.554 0.624  C94 1.108
109 H 5.556 3.317 0.215  C95 1.085
110 H 4.314 3.212 -0.963  C95 1.101
111 H 6.541 4.884 -1.579  C99 1.142
112 H 7.219 4.128 -3.040  C99 1.056
113 H 5.576 4.301 -3.008  C99 1.113
114 H 8.195 1.737 -2.046  C100 1.050
115 H 8.169 2.885 -0.780  C100 1.073
116 H 7.507 1.314 -0.457  C100 1.111
117 H 3.295 1.143 -3.823  C101 1.104
118 H 3.494 -0.569 -3.661  C101 1.069
119 H 4.546 0.391 -4.741  C101 1.068
120 H 6.141 2.248 -4.542  O98 0.978
121 C 0.770 -2.679 5.367  C122 1.578, H132 1.094, H133 1.097, H134 1.095
122 C -0.063 -2.794 6.702  C121 1.578, C123 1.512, N127 1.472, C131 1.579
123 C 0.769 -3.705 7.576  C122 1.512, C124 1.471, H135 1.103, H136 1.122
124 C 1.895 -2.976 8.179  C123 1.471, C125 1.579, H137 1.074, H138 1.087
125 C 1.409 -1.671 8.923  C124 1.579, C126 1.519, H139 1.095, H140 1.136
126 C 0.575 -0.713 8.089  C125 1.519, N127 1.496, C129 1.505, C130 1.530
127 N -0.452 -1.564 7.410  C122 1.472, C126 1.496, O128 1.435
128 O -1.225 -0.743 6.523  N127 1.435, H150 0.984
129 C -0.059 0.371 8.918  C126 1.505, H141 1.074, H142 1.092, H143 1.064
130 C 1.512 -0.084 7.056  C126 1.530, H144 1.105, H145 1.098, H146 1.163
131 C -1.432 -3.490 6.332  C122 1.579, H147 1.080, H148 1.046, H149 1.109
132 H 1.836 -2.489 5.521  C121 1.094
133 H 0.455 -2.019 4.549  C121 1.097
134 H 0.786 -3.693 4.955  C121 1.095
135 H 0.152 -4.242 8.316  C123 1.103
136 H 1.073 -4.521 6.868  C123 1.122
137 H 2.581 -2.659 7.416  C124 1.074
138 H 2.510 -3.584 8.838  C124 1.087
139 H 2.220 -1.075 9.354  C125 1.095
140 H 0.817 -2.111 9.787  C125 1.136
141 H -0.561 1.015 8.220  C129 1.074
142 H -0.869 -0.022 9.536  C129 1.092
143 H 0.664 0.872 9.517  C129 1.064
144 H 2.206 0.578 7.605  C130 1.105
145 H 2.159 -0.815 6.552  C130 1.098
146 H 0.877 0.612 6.375  C130 1.163
147 H -2.020 -3.773 7.192  C131 1.080
148 H -1.218 -4.398 5.860  C131 1.046
149 H -2.084 -2.821 5.734  C131 1.109
150 H -0.603 -0.483 5.806  O128 0.984
151 C 4.867 -5.426 -5.831  C152 1.483, H162 1.084, H163 1.065, H164 1.105
152 C 3.632 -5.133 -5.063  C151 1.483, C153 1.560, N157 1.494, C161 1.592
153 C 3.540 -3.584 -4.910  C152 1.560, C154 1.500, H165 1.096, H166 1.053
154 C 2.156 -3.225 -4.456  C153 1.500, C155 1.551, H167 1.092, H168 1.089
155 C 1.103 -3.601 -5.532  C154 1.551, C156 1.589, H169 1.144, H170 1.095
156 C 1.135 -5.184 -5.654  C155 1.589, N157 1.418, C159 1.505, C160 1.568
157 N 2.484 -5.518 -5.939  C152 1.494, C156 1.418, O158 1.465
158 O 2.609 -6.965 -6.128  N157 1.465, H180 0.963
159 C 0.486 -5.781 -4.435  C156 1.505, H171 1.060, H172 1.075, H173 1.086
160 C 0.308 -5.491 -6.950  C156 1.568, H174 1.089, H175 1.104, H176 1.107
161 C 3.699 -5.853 -3.645  C152 1.592, H177 1.115, H178 1.085, H179 1.114
162 H 4.965 -4.803 -6.712  C151 1.084
163 H 4.970 -6.451 -6.101  C151 1.065
164 H 5.721 -5.109 -5.206  C151 1.105
165 H 4.268 -3.172 -4.202  C153 1.096
166 H 3.811 -3.087 -5.798  C153 1.053
167 H 2.030 -2.141 -4.414  C154 1.092
168 H 1.882 -3.540 -3.450  C154 1.089
169 H 1.368 -3.186 -6.565  C155 1.144
170 H 0.101 -3.295 -5.216  C155 1.095
171 H 0.618 -6.826 -4.312  C159 1.060
172 H 0.875 -5.355 -3.528  C159 1.075
173 H -0.558 -5.538 -4.263  C159 1.086
174 H 0.886 -5.140 -7.804  C160 1.089
175 H -0.006 -6.535 -7.125  C160 1.104
176 H -0.555 -4.819 -6.781  C160 1.107
177 H 2.864 -5.495 -2.999  C161 1.115
178 H 4.553 -5.534 -3.057  C161 1.085
179 H 3.648 -6.961 -3.735  C161 1.114
180 H 2.895 -6.993 -7.048  O158 0.963
181 C -1.019 3.395 -2.927  C182 1.499, H192 1.156, H193 1.128, H194 1.130
182 C 0.068 4.070 -3.708  C181 1.499, C183 1.530, N187 1.517, C191 1.598
183 C 1.344 3.238 -3.573  C182 1.530, C184 1.574, H195 1.114, H196 1.090
184 C 2.477 3.698 -4.565  C183 1.574, C185 1.472, H197 1.117, H198 1.081
185 C 1.989 3.419 -5.925  C184 1.472, C186 1.547, H199 1.130, H200 1.086
186 C 0.615 4.072 -6.206  C185 1.547, N187 1.463, C189 1.522, C190 1.530
187 N -0.380 3.897 -5.147  C182 1.517, C186 1.463, O188 1.424
188 O -1.523 4.709 -5.394  N187 1.424, H210 0.963
189 C 0.818 5.575 -6.339  C186 1.522, H201 1.081, H202 1.044, H203 1.074
190 C -0.147 3.687 -7.475  C186 1.530, H204 1.113, H205 1.052, H206 1.057
191 C 0.254 5.586 -3.239  C182 1.598, H207 1.117, H208 1.109, H209 1.128
192 H -0.635 3.178 -1.859  C181 1.156
193 H -1.351 2.407 -3.359  C181 1.128
194 H -1.971 4.002 -2.872  C181 1.130
195 H 1.627 3.443 -2.516  C183 1.114
196 H 1.259 2.153 -3.514  C183 1.090
197 H 3.393 3.117 -4.301  C184 1.117
198 H 2.698 4.751 -4.453  C184 1.081
199 H 1.917 2.315 -6.154  C185 1.130
200 H 2.636 3.865 -6.675  C185 1.086
201 H 1.561 5.977 -5.666  C189 1.081
202 H 1.202 5.752 -7.295  C189 1.044
203 H -0.113 6.104 -6.267  C189 1.074
204 H 0.533 3.484 -8.332  C190 1.113
205 H -0.748 2.834 -7.342  C190 1.052
206 H -0.808 4.467 -7.747  C190 1.057
207 H 1.114 6.105 -3.726  C191 1.117
208 H 0.371 5.778 -2.153  C191 1.109
209 H -0.681 6.135 -3.550  C191 1.128
210 H -2.246 4.087 -5.526  O188 0.963
211 C -1.946 0.028 1.535  C212 1.510, H222 1.139, H223 1.027, H224 1.094
212 C -0.798 -0.322 0.620  C211 1.510, C213 1.590, N217 1.472, C221 1.555
213 C 0.056 -1.486 1.286  C212 1.590, C214 1.469, H225 1.056, H226 1.096
214 C 1.081 -2.083 0.419  C213 1.469, C215 1.537, H227 1.149, H228 1.105
215 C 0.272 -2.698 -0.734  C214 1.537, C216 1.515, H229 1.073, H230 1.095
216 C -0.596 -1.728 -1.509  C215 1.515, N217 1.468, C219 1.512, C220 1.532
217 N -1.389 -0.885 -0.605  C212 1.472, C216 1.468, O218 1.443
218 O -2.063 0.143 -1.361  N217 1.443, H240 0.983
219 C 0.273 -0.889 -2.418  C216 1.512, H231 1.104, H232 1.088, H233 1.090
220 C -1.595 -2.618 -2.254  C216 1.532, H234 1.073, H235 1.126, H236 1.099
221 C -0.017 0.989 0.316  C212 1.555, H237 1.080, H238 1.083, H239 1.073
222 H -2.769 -0.733 1.330  C211 1.139
223 H -2.292 0.986 1.407  C211 1.027
224 H -1.676 -0.088 2.590  C211 1.094
225 H 0.523 -0.925 2.048  C213 1.056
226 H -0.664 -2.228 1.651  C213 1.096
227 H 1.690 -2.906 0.940  C214 1.149
228 H 1.795 -1.334 0.033  C214 1.105
229 H -0.335 -3.485 -0.330  C215 1.073
230 H 0.842 -3.241 -1.495  C215 1.095
231 H 1.243 -0.500 -2.063  C219 1.104
232 H 0.465 -1.466 -3.320  C219 1.088
233 H -0.288 -0.027 -2.778  C219 1.090
234 H -2.181 -3.153 -1.532  C220 1.073
235 H -2.212 -1.917 -2.883  C220 1.126
236 H -1.213 -3.446 -2.867  C220 1.099
237 H 0.834 0.907 -0.344  C221 1.080
238 H 0.401 1.418 1.217  C221 1.083
239 H -0.740 1.716 0.001  C221 1.073
240 H -2.974 -0.205 -1.235  O218 0.983
241 O 7.189 0.373 2.949  S242 1.450
242 S 6.193 1.278 3.491  O241 1.450, O243 1.438, O244 1.581, C247 1.748
243 O 5.905 2.544 2.876  S242 1.438
244 O 4.882 0.403 3.368  S242 1.581, C245 1.436
245 C 3.667 0.951 3.903  O244 1.436, C246 1.551, H248 1.153, H249 1.084
246 C 2.573 -0.059 3.469  C245 1.551, H250 1.042, H251 1.064, H252 1.115
247 C 6.416 1.415 5.219  S242 1.748, H253 1.118, H254 1.053, H255 1.076
248 H 3.506 1.999 3.451  C245 1.153
249 H 3.725 0.923 4.985  C245 1.084
250 H 2.679 -0.347 2.472  C246 1.042
251 H 1.596 0.295 3.700  C246 1.064
252 H 2.708 -0.932 4.149  C246 1.115
253 H 7.404 1.925 5.100  C247 1.118
254 H 6.571 0.505 5.725  C247 1.053
255 H 5.681 2.040 5.696  C247 1.076
256 O -4.094 2.529 -0.499  S257 1.451
257 S -4.572 3.098 0.747  O256 1.451, O258 1.418, O259 1.574, C262 1.734
258 O -4.697 2.233 1.863  S257 1.418
259 O -3.712 4.368 1.102  S257 1.574, C260 1.483
260 C -2.391 4.615 0.475  O259 1.483, C261 1.530, H263 1.097, H264 1.130
261 C -2.294 5.881 -0.378  C260 1.530, H265 1.103, H266 1.086, H267 1.045
262 C -6.147 3.796 0.547  S257 1.734, H268 1.081, H269 1.097, H270 1.120
263 H -2.128 3.734 -0.123  C260 1.097
264 H -1.782 4.804 1.408  C260 1.130
265 H -1.297 5.889 -0.851  C261 1.103
266 H -2.286 6.829 0.153  C261 1.086
267 H -3.055 5.871 -1.093  C261 1.045
268 H -6.845 2.973 0.486  C262 1.081
269 H -6.366 4.330 -0.385  C262 1.097
270 H -6.450 4.473 1.386  C262 1.120
271 O 5.937 -1.757 5.773  S272 1.397
272 S 5.207 -2.925 5.536  O271 1.397, O273 1.439, O274 1.527, C277 1.787
273 O 3.855 -2.650 5.126  S272 1.439
274 O 5.959 -3.735 4.482  S272 1.527, C275 1.508
275 C 6.421 -3.057 3.217  O274 1.508, C276 1.460, H278 1.069, H279 1.074
276 C 5.380 -2.987 2.196  C275 1.460, H280 1.074, H281 1.104, H282 1.084
277 C 5.340 -4.050 6.917  S272 1.787, H283 1.046, H284 1.075, H285 1.082
278 H 7.169 -3.779 2.964  C275 1.069
279 H 6.868 -2.131 3.528  C275 1.074
280 H 5.884 -2.683 1.298  C276 1.074
281 H 4.619 -2.211 2.393  C276 1.104
282 H 4.845 -3.915 2.030  C276 1.084
283 H 4.772 -3.693 7.720  C277 1.046
284 H 6.375 -4.126 7.199  C277 1.075
285 H 4.975 -4.984 6.510  C277 1.082
286 O -2.141 3.330 3.351  S287 1.435
287 S -1.661 2.752 4.574  O286 1.435, O288 1.423, O289 1.577, C292 1.774
288 O -0.522 1.909 4.442  S287 1.423
289 O -1.225 3.886 5.580  S287 1.577, C290 1.480
290 C 0.074 4.009 6.278  O289 1.480, C291 1.487, H293 1.137, H294 1.124
291 C -0.186 4.758 7.536  C290 1.487, H295 1.018, H296 1.131, H297 1.081
292 C -2.948 2.069 5.588  S287 1.774, H298 1.093, H299 1.121, H300 1.057
293 H 0.838 4.485 5.583  C290 1.137
294 H 0.415 3.021 6.689  C290 1.124
295 H -0.508 5.699 7.318  C291 1.018
296 H 0.848 4.871 7.981  C291 1.131
297 H -0.870 4.270 8.216  C291 1.081
298 H -2.451 1.757 6.510  C292 1.093
299 H -3.448 1.271 4.980  C292 1.121
300 H -3.644 2.863 5.658  C292 1.057
301 O -5.481 1.192 -5.302  S302 1.434
302 S -4.736 2.417 -5.298  O301 1.434, O303 1.435, O304 1.573, C307 1.723
303 O -3.503 2.438 -6.031  S302 1.435
304 O -5.592 3.623 -5.836  S302 1.573, C305 1.472
305 C -5.570 3.886 -7.284  O304 1.472, C306 1.564, H308 1.102, H309 1.049
306 C -6.433 2.827 -8.045  C305 1.564, H310 1.076, H311 1.052, H312 1.060
307 C -4.527 2.903 -3.658  S302 1.723, H313 1.049, H314 1.133, H315 1.084
308 H -4.501 3.807 -7.540  C305 1.102
309 H -5.896 4.883 -7.305  C305 1.049
310 H -6.388 3.085 -9.089  C306 1.076
311 H -7.431 2.887 -7.718  C306 1.052
312 H -6.102 1.864 -7.748  C306 1.060
313 H -5.505 3.022 -3.296  C307 1.049
314 H -4.194 3.985 -3.648  C307 1.133
315 H -3.885 2.234 -3.096  C307 1.084
316 O -3.632 -2.320 -7.306  S317 1.461
317 S -3.312 -2.689 -5.929  O316 1.461, O318 1.442, O319 1.555, C322 1.710
318 O -2.818 -4.033 -5.763  S317 1.442
319 O -2.123 -1.808 -5.452  S317 1.555, C320 1.463
320 C -2.148 -0.345 -5.483  O319 1.463, C321 1.517, H323 1.098, H324 1.063
321 C -0.769 0.087 -5.945  C320 1.517, H325 1.076, H326 1.107, H327 1.097
322 C -4.651 -2.328 -4.929  S317 1.710, H328 1.103, H329 1.142, H330 1.116
323 H -2.284 0.004 -4.450  C320 1.098
324 H -2.911 -0.006 -6.140  C320 1.063
325 H -0.711 -0.037 -7.012  C321 1.076
326 H -0.068 -0.509 -5.329  C321 1.107
327 H -0.550 1.123 -5.663  C321 1.097
328 H -4.456 -2.791 -3.947  C322 1.103
329 H -5.554 -2.678 -5.535  C322 1.142
330 H -4.822 -1.226 -4.900  C322 1.116